(1)
Here is a single C6H6O4 molecule from OMol25. Energies are from ωB97M-V/def2-TZVPD.

Cartesian coordinates (Å):
O 1.59660 2.91843 2.14085
O -2.11149 -2.76788 -1.98926
O 1.13380 2.22040 0.05248
O -0.81082 -1.12270 -2.75304
C -1.33264 -1.85872 -1.70580
C 0.29080 -0.39976 1.44539
C -0.13577 -0.55343 0.08134
C 0.87018 0.66810 1.97946
C -0.88865 -1.60266 -0.32221
C 1.19469 1.97117 1.23578
H -1.43669 -2.34718 0.40265
H 1.62842 3.79252 1.69089
H 0.26925 0.20896 -0.69134
H 1.08496 0.69826 3.02223
H 0.15783 -1.27491 2.09346
H -0.16011 -0.41183 -2.41001

Values from the calculation:
* SMILES: O=C(O)/C=C\C=C\C(=O)O
* lowest unoccupied orbital energy: -1.05 eV
* charge: 0

(2)
Here is a single C6H6O4 molecule from OMol25. Energies are from ωB97M-V/def2-TZVPD.

Cartesian coordinates (Å):
O -1.43476 1.65257 0.13838
O -1.55229 -1.63471 -0.91480
O 0.99102 0.80808 -0.78483
O -3.19061 -0.28910 -0.24658
C 2.47154 -0.62850 0.06856
C 0.41214 0.05338 0.23804
C -1.93961 -0.60475 -0.27379
C 1.31157 -0.83353 0.80340
C -1.04265 0.39146 0.49978
C 2.30168 0.28490 -0.86211
H 2.85443 0.91935 -1.45874
H 0.97081 -1.56653 1.61028
H -0.92025 1.75474 -0.88105
H -1.24920 0.17719 1.50545
H -3.34951 0.71316 0.22770
H 3.36569 -1.19769 0.33030

Values from the calculation:
* SMILES: O=C(O)[C@H](O)c1ccco1
* lowest unoccupied orbital energy: 0.34 eV
* charge: 0

Comparing the structures above, (1) comes out on top by 40.5 kcal/mol.